# C3H10BN

A cluster of 2 separate species, C3H10BN in total at a distorted geometry (wB97M-V/def2-TZVPD, the OMol25 dataset).

```
15
Properties=species:S:1:pos:R:3:forces:R:3:nbo_charge:R:1
N -0.277 0.712 0.030 -0.802 -0.408 -0.017 -0.471
C -1.522 1.356 0.011 -0.641 -0.133 0.060 -0.436
C -1.101 -1.907 0.010 0.331 0.694 0.070 -0.443
C 2.136 -0.260 0.007 -0.425 0.170 0.043 -0.911
B 1.040 0.897 -0.024 1.495 -0.835 -0.009 0.501
H 1.684 -1.231 0.174 -0.015 -0.171 0.020 0.212
H 2.681 -0.298 -0.934 0.103 0.054 -0.145 0.231
H -1.389 2.439 -0.126 0.145 -0.091 0.009 0.223
H -2.065 1.205 0.952 -0.020 0.066 -0.130 0.193
H -2.142 0.997 -0.818 -0.009 0.100 0.092 0.196
H -1.402 -1.764 -1.002 -0.155 0.029 -0.425 0.173
H 2.867 -0.083 0.792 0.119 0.077 0.089 0.229
H -0.175 -2.397 0.220 0.248 -0.191 0.075 0.173
H -1.771 -1.679 0.808 -0.283 0.049 0.298 0.171
H 1.436 2.013 -0.101 -0.090 0.591 -0.029 -0.040
```
Positions in Å, forces in eV/Å.

The energy above the lowest of the compared OMol25 structures with the same formula, charge and spin is 4.067 eV. The value obtained for the lowest unoccupied orbital energy (spin up / spin down) is -0.711 / 0.166 eV. Its orbital gap (spin up / spin down) is 8.2 / 9.5 eV. For the highest occupied orbital energy (spin up / spin down), the calculation gives -8.914 / -9.328 eV. The spin multiplicity is 1.